A 2-piece molecular cluster, C3H7N6 overall, computed with the ωB97M-V functional and the def2-TZVPD basis.

Its LUMO energy is -0.1217 Ha. The energy above the lowest of the compared OMol25 structures with the same formula, charge and spin comes out at 0.0 kcal/mol. Its charge is +1. The HOMO energy comes out at -13.9 eV. As for the largest force on an atom: 0.089 hartree/bohr. For the orbital gap, the calculation gives 10.6 eV.

Last columns: bonded neighbours and bond lengths (Å).
Cartesian coordinates (Å):
1 C -2.80748 0.54776 0.00012  N4 1.317, N7 1.319, H10 1.019
2 C -0.98013 -0.66213 -0.03583  N4 1.360, N5 1.335, N8 1.342
3 C 2.75302 0.15812 0.00114  N6 1.227, N9 1.232
4 N -2.33666 -0.68145 0.05322  C1 1.317, C2 1.360
5 N -0.63020 0.62621 -0.00191  C2 1.335, N7 1.382, H14 0.988
6 N 2.47877 -1.03396 -0.09214  C3 1.227, H11 0.983
7 N -1.78636 1.37819 -0.09028  C1 1.319, N5 1.382, H12 1.080
8 N -0.22973 -1.76239 0.12935  C2 1.342, H13 0.973, H16 1.079
9 N 2.52915 1.31963 0.34393  C3 1.232, H15 1.000
10 H -3.81009 0.70840 0.08782  C1 1.019
11 H 3.00101 -1.68860 -0.60649  N6 0.983
12 H -1.74725 2.35580 -0.54734  N7 1.080
13 H -0.75412 -2.58169 0.12126  N8 0.973
14 H 0.31266 0.91966 -0.01917  N5 0.988
15 H 3.19070 1.97360 0.71170  N9 1.000
16 H 0.81671 -1.57715 -0.05539  N8 1.079

***

A single C3H7NO molecule, computed with the ωB97M-V functional and the def2-TZVPD basis.

Its LUMO energy is 0.0343 Ha. The energy above the lowest of the compared OMol25 structures with the same formula, charge and spin comes out at 108.2 kcal/mol. Its charge is 0. The HOMO energy comes out at -8.9 eV. As for the largest force on an atom: 0.012 hartree/bohr. For the orbital gap, the calculation gives 9.8 eV.

Last columns: bonded neighbours and bond lengths (Å).
Cartesian coordinates (Å):
1 O -1.44194 0.45070 1.01708  C2 1.403, H6 0.975
2 C -0.56294 1.16603 0.19070  O1 1.403, C3 1.537, H7 1.096, H8 1.103
3 C 0.27246 0.18681 -0.64957  C2 1.537, C4 1.529, N5 1.383, H9 1.104
4 C 0.90422 -0.95228 0.15041  C3 1.529, N5 1.733, H10 1.086, H11 1.086, H12 1.155
5 N -0.34499 -0.98404 -1.05039  C3 1.383, C4 1.733
6 H -1.71749 -0.30688 0.46927  O1 0.975
7 H 0.08532 1.77542 0.82988  C2 1.096
8 H -1.09953 1.84715 -0.49181  C2 1.103
9 H 0.98132 0.68264 -1.33500  C3 1.104
10 H 0.63688 -0.86525 1.19942  C4 1.086
11 H 1.94520 -1.10677 -0.11908  C4 1.086
12 H 0.34150 -1.89354 -0.21093  C4 1.155

***

A single C3H7NO molecule, computed with the ωB97M-V functional and the def2-TZVPD basis.

Its LUMO energy is 0.0352 Ha. The energy above the lowest of the compared OMol25 structures with the same formula, charge and spin comes out at 72.4 kcal/mol. Its charge is 0. The HOMO energy comes out at -9.5 eV. As for the structure (SMILES): [H]/N=C\COC. As for the largest force on an atom: 0.079 hartree/bohr. For the orbital gap, the calculation gives 10.4 eV.

Last columns: bonded neighbours and bond lengths (Å).
Cartesian coordinates (Å):
1 H -1.30265 -0.71645 -0.36081  N2 1.234
2 N -1.45118 -0.13460 -1.43899  H1 1.234, C3 1.246
3 C -0.69176 0.83348 -1.24258  N2 1.246, C4 1.498, H7 1.114
4 C 0.00198 1.06755 0.06436  C3 1.498, O5 1.594, H8 1.095, H9 1.093
5 O -0.33882 -0.27155 0.85919  C4 1.594, C6 1.417
6 C 0.72528 -1.20752 0.85103  O5 1.417, H10 1.096, H11 1.094, H12 1.091
7 H -0.49599 1.71902 -1.88974  C3 1.114
8 H 1.08357 1.20878 -0.03192  C4 1.095
9 H -0.49285 1.86086 0.62970  C4 1.093
10 H 1.59691 -0.80448 1.37917  C6 1.096
11 H 0.99255 -1.45060 -0.18178  C6 1.094
12 H 0.37296 -2.10448 1.36238  C6 1.091

***

A 2-piece molecular cluster, C3H7NO overall, computed with the ωB97M-V functional and the def2-TZVPD basis.

Its LUMO energy is 0.0171 Ha. The energy above the lowest of the compared OMol25 structures with the same formula, charge and spin comes out at 105.5 kcal/mol. Its charge is 0. The HOMO energy comes out at -9.2 eV. As for the structure (SMILES): C=NC.C=O. As for the largest force on an atom: 0.087 hartree/bohr. For the orbital gap, the calculation gives 9.6 eV.

Last columns: bonded neighbours and bond lengths (Å).
Cartesian coordinates (Å):
1 C -2.12023 -0.20382 0.07118  N2 1.320, H4 1.115, H5 1.109
2 N -2.09839 -1.11537 -0.88343  C1 1.320, C3 1.461
3 C -1.37965 -2.35231 -0.58827  N2 1.461, H6 1.027, H7 1.104, H8 1.078
4 H -1.32634 -0.19045 0.85337  C1 1.115
5 H -3.19086 0.06075 0.19169  C1 1.109
6 H -0.39299 -2.10031 -0.45221  C3 1.027
7 H -1.61889 -2.76759 -1.58316  C3 1.104
8 H -1.81933 -2.67950 0.33987  C3 1.078
9 C 3.50007 2.77480 0.46476  O10 1.249, H11 1.103, H12 1.095
10 O 3.60741 3.92568 -0.00888  C9 1.249
11 H 2.51722 2.56592 0.91885  C9 1.103
12 H 4.32197 2.08220 0.67624  C9 1.095

***

A 2-piece molecular cluster, C3H7NO overall, computed with the ωB97M-V functional and the def2-TZVPD basis.

Its LUMO energy is 0.0276 Ha. The energy above the lowest of the compared OMol25 structures with the same formula, charge and spin comes out at 72.6 kcal/mol. Its charge is 0. The HOMO energy comes out at -10.0 eV. As for the structure (SMILES): C=NC.C=O. As for the largest force on an atom: 0.111 hartree/bohr. For the orbital gap, the calculation gives 10.7 eV.

Last columns: bonded neighbours and bond lengths (Å).
Cartesian coordinates (Å):
1 C -1.52051 0.56731 0.88950  N2 1.327, H4 1.027, H5 1.078
2 N -0.37968 0.27183 1.50006  C1 1.327, C3 1.515
3 C 0.93996 0.88772 1.08300  N2 1.515, H6 1.157, H7 1.094, H8 1.091
4 H -2.29612 0.00357 1.25776  C1 1.027
5 H -1.62805 1.22425 0.04147  C1 1.078
6 H 1.20548 1.67745 1.88602  C3 1.157
7 H 0.99015 1.36036 0.09768  C3 1.094
8 H 1.61560 0.03772 1.19405  C3 1.091
9 C -0.05918 -1.10012 -1.45124  O10 1.205, H11 1.128, H12 1.053
10 O 0.94945 -0.70611 -1.97885  C9 1.205
11 H -0.05426 -2.14229 -1.01897  C9 1.128
12 H -0.93221 -0.54449 -1.25516  C9 1.053

***

A 2-piece molecular cluster, C3H7NO overall, computed with the ωB97M-V functional and the def2-TZVPD basis.

Its LUMO energy (alpha / beta) is -0.0179 / -0.0204 Ha. The energy above the lowest of the compared OMol25 structures with the same formula, charge and spin comes out at 153.6 kcal/mol. Its charge is 0. The HOMO energy (alpha / beta) comes out at -9.8 / -9.8 eV. As for the largest force on an atom: 0.058 hartree/bohr. For the orbital gap (alpha / beta), the calculation gives 9.3 / 9.3 eV.

Last columns: bonded neighbours and bond lengths (Å).
Cartesian coordinates (Å):
1 C 0.03384 -0.14056 -0.01594  C2 1.525, C3 1.466, N4 1.262
2 C 1.36917 -0.85933 -0.17996  C1 1.525, H6 1.108, H7 1.093, H8 1.110
3 C -0.14937 1.21438 0.51198  C1 1.466, H9 1.065, H10 1.062, H11 1.173
4 N -1.05776 -0.60380 -0.44703  C1 1.262, H12 0.960
5 O -2.93140 0.31129 0.10854  no bonds
6 H 1.37241 -1.88433 0.23984  C2 1.108
7 H 1.32581 -1.04762 -1.25569  C2 1.093
8 H 2.12224 -0.13631 0.19817  C2 1.110
9 H 0.45438 1.45556 1.35500  C3 1.065
10 H -0.04177 1.85779 -0.32566  C3 1.062
11 H -1.31227 1.31465 0.62535  C3 1.173
12 H -1.18528 -1.48173 -0.81461  N4 0.960

***

A single C3H7NO molecule, computed with the ωB97M-V functional and the def2-TZVPD basis.

Its LUMO energy is 0.0389 Ha. The energy above the lowest of the compared OMol25 structures with the same formula, charge and spin comes out at 62.3 kcal/mol. Its charge is 0. The HOMO energy comes out at -8.9 eV. As for the structure (SMILES): OC1CNC1. As for the largest force on an atom: 0.070 hartree/bohr. For the orbital gap, the calculation gives 10.0 eV.

Last columns: bonded neighbours and bond lengths (Å).
Cartesian coordinates (Å):
1 O -1.74876 0.06047 -0.32668  C2 1.471, H6 1.056
2 C -0.57078 0.00061 0.55196  O1 1.471, C3 1.625, C5 1.512, H7 1.054
3 C 0.57532 1.08620 0.16537  C2 1.625, N4 1.512, H8 1.147, H9 1.062
4 N 1.26539 -0.05462 -0.54869  C3 1.512, C5 1.457, H10 1.063
5 C 0.47744 -1.02905 0.19539  C2 1.512, N4 1.457, H11 1.080, H12 1.095
6 H -1.52924 -0.33823 -1.27950  O1 1.056
7 H -0.87136 -0.03979 1.56116  C2 1.054
8 H 0.12029 1.95366 -0.43048  C3 1.147
9 H 1.11580 1.33567 1.04538  C3 1.062
10 H 2.31948 -0.05212 -0.68502  N4 1.063
11 H 0.20587 -1.90410 -0.37619  C5 1.080
12 H 0.87956 -1.40301 1.14260  C5 1.095

***

A 2-piece molecular cluster, C3H7NO overall, computed with the ωB97M-V functional and the def2-TZVPD basis.

Its LUMO energy is 0.0329 Ha. The energy above the lowest of the compared OMol25 structures with the same formula, charge and spin comes out at 73.5 kcal/mol. Its charge is 0. The HOMO energy comes out at -9.9 eV. As for the structure (SMILES): O=C[C@H]1CN1.[H][H]. As for the largest force on an atom: 0.011 hartree/bohr. For the orbital gap, the calculation gives 10.8 eV.

Last columns: bonded neighbours and bond lengths (Å).
Cartesian coordinates (Å):
1 O -0.70875 1.31042 1.21603  C2 1.207
2 C -0.24917 1.53625 0.12292  O1 1.207, C3 1.494, H6 1.110
3 C 0.05037 0.48399 -0.89514  C2 1.494, C4 1.493, N5 1.462, H7 1.089
4 C 0.68980 -0.79362 -0.46182  C3 1.493, N5 1.446, H8 1.087, H9 1.089
5 N -0.71887 -0.75512 -0.78679  C3 1.462, C4 1.446, H10 1.016
6 H 0.00894 2.57247 -0.18028  C2 1.110
7 H 0.31138 0.85635 -1.88485  C3 1.089
8 H 0.90849 -0.93084 0.59395  C4 1.087
9 H 1.38943 -1.25811 -1.15452  C4 1.089
10 H -0.89007 -1.13419 -1.71402  N5 1.016
11 H -0.48378 -0.66518 2.44247  H12 0.746
12 H -0.18362 -1.20291 2.86278  H11 0.746

***

A 2-piece molecular cluster, C3H7NO overall, computed with the ωB97M-V functional and the def2-TZVPD basis.

Its LUMO energy (alpha / beta) is -0.0079 / -0.0079 Ha. The energy above the lowest of the compared OMol25 structures with the same formula, charge and spin comes out at 92.5 kcal/mol. Its charge is 0. The HOMO energy (alpha / beta) comes out at -7.8 / -7.8 eV. As for the largest force on an atom: 0.008 hartree/bohr. For the orbital gap (alpha / beta), the calculation gives 7.5 / 7.5 eV.

Last columns: bonded neighbours and bond lengths (Å).
Cartesian coordinates (Å):
1 C 1.26284 -0.58073 -0.91134  N2 1.276, H7 1.085, H8 1.087
2 N 0.58597 -0.79633 0.14924  C1 1.276, C3 1.560, H9 1.015
3 C 0.18968 0.43737 1.01740  N2 1.560, O4 1.221, C5 1.368
4 O 1.06841 1.27989 1.11616  C3 1.221
5 C -1.16101 0.34010 1.20810  C3 1.368, H11 1.082, H12 1.083
6 H -0.62000 0.58705 -1.66388  H10 0.758
7 H 1.30145 -1.30821 -1.71577  C1 1.085
8 H 1.76749 0.37919 -0.98208  C1 1.087
9 H 0.03600 -1.64612 0.22384  N2 1.015
10 H -1.01336 0.67011 -1.02079  H6 0.758
11 H -1.71149 1.22532 1.49861  C5 1.082
12 H -1.70599 -0.58763 1.08051  C5 1.083